Record 1
{"formula": "C21H47N5O2P2Sn", "method": "ωB97M-V with the def2-TZVPD basis set", "fmax_ev_per_a": 10.23, "charge": 4, "multiplicity": 1, "e_lumo_ev": [-14.65, -14.51], "orbital_gap_ev": [7.01, 6.50], "mol_weight_g_mol": 582.30, "symbols": ["Sn", "C", "O", "C", "O", "P", "C", "H", "C", "H", "C", "H", "C", "P", "H", "H", "C", "H", "C", "H", "H", "H", "C", "H", "H", "H", "C", "H", "H", "H", "C", "H", "H", "H", "C", "H", "H", "H", "C", "H", "H", "H", "C", "H", "H", "H", "C", "H", "C", "H", "H", "C", "H", "H", "H", "C", "H", "H", "H", "C", "H", "H", "H", "C", "H", "H", "H", "H", "H", "N", "N", "N", "C", "N", "N", "H", "H", "H"], "coordinates": [[-0.242, -0.706, 0.329], [-1.826, -2.229, 0.856], [-2.370, -3.050, 1.487], [1.527, -0.229, 0.727], [2.662, -0.224, 1.027], [-0.153, -1.684, -2.134], [1.078, -0.785, -3.181], [1.146, -1.373, -4.107], [0.519, -3.401, -1.961], [1.257, -3.277, -1.150], [-1.674, -1.758, -3.197], [-1.885, -0.689, -3.393], [-2.864, 1.453, 2.720], [-1.045, 1.144, 2.414], [-0.428, 3.234, 3.429], [-3.168, 2.003, 1.813], [-0.467, 0.461, 4.046], [-1.004, 1.067, 4.786], [-0.535, -4.405, -1.491], [-1.234, -4.669, -2.296], [-1.103, -4.050, -0.623], [-0.019, -5.329, -1.194], [1.261, -3.927, -3.194], [1.659, -4.927, -2.958], [2.110, -3.298, -3.488], [0.592, -4.038, -4.060], [-1.438, -2.437, -4.554], [-0.539, -2.078, -5.072], [-2.294, -2.209, -5.206], [-1.387, -3.530, -4.458], [-2.889, -2.357, -2.463], [-3.791, -1.847, -2.826], [-2.846, -2.230, -1.372], [-3.000, -3.424, -2.689], [0.589, 0.624, -3.527], [-0.271, 0.599, -4.214], [1.397, 1.180, -4.033], [0.284, 1.199, -2.632], [2.453, -0.766, -2.506], [2.393, -0.348, -1.486], [3.138, -0.130, -3.092], [2.908, -1.765, -2.432], [-3.119, 2.340, 3.942], [-2.521, 3.261, 3.948], [-2.932, 1.792, 4.880], [-4.182, 2.635, 3.939], [-3.695, 0.164, 2.787], [-3.704, -0.255, 3.802], [1.131, 2.904, 1.958], [-3.364, -0.611, 2.084], [-4.735, 0.420, 2.535], [-1.205, 3.786, 1.459], [1.353, 3.866, 1.479], [1.808, 2.796, 2.809], [1.376, 2.124, 1.227], [-0.356, 2.871, 2.373], [-0.694, 4.749, 1.373], [-2.200, 3.958, 1.859], [-1.289, 3.357, 0.464], [1.034, 0.636, 4.264], [1.633, 0.260, 3.415], [1.328, 0.060, 5.158], [1.303, 1.686, 4.447], [-0.867, -1.006, 4.227], [-1.953, -1.165, 4.216], [-0.493, -1.342, 5.208], [-0.417, -1.662, 3.462], [1.864, 3.187, -2.050], [-1.704, 1.768, -1.061], [4.804, 1.756, 0.771], [4.161, 2.189, -0.379], [4.948, 2.784, -1.360], [4.065, 3.251, -2.189], [2.815, 2.979, -1.743], [2.865, 2.302, -0.560], [4.382, 0.900, 1.131], [5.796, 1.673, 0.575], [4.264, 3.794, -3.096]]}

---

Record 2
{"formula": "C84H168O42S4", "method": "ωB97M-V with the def2-TZVPD basis set", "fmax_ev_per_a": 4.67, "multiplicity": 1, "e_lumo_ev": 0.32, "orbital_gap_ev": 10.18, "mol_weight_g_mol": 1978.49, "symbols": ["O", "C", "O", "C", "C", "C", "H", "H", "H", "H", "H", "H", "H", "H", "O", "C", "O", "C", "C", "C", "H", "H", "H", "H", "H", "H", "H", "H", "O", "C", "O", "C", "C", "C", "H", "H", "H", "H", "H", "H", "H", "H", "O", "C", "O", "C", "C", "C", "H", "H", "H", "H", "H", "H", "H", "H", "O", "C", "O", "C", "C", "C", "H", "H", "H", "H", "H", "H", "H", "H", "O", "C", "O", "C", "C", "C", "H", "H", "H", "H", "H", "H", "H", "H", "O", "C", "O", "C", "C", "C", "H", "H", "H", "H", "H", "H", "H", "H", "O", "C", "O", "C", "C", "C", "H", "H", "H", "H", "H", "H", "H", "H", "O", "C", "O", "C", "C", "C", "H", "H", "H", "H", "H", "H", "H", "H", "O", "C", "O", "C", "C", "C", "H", "H", "H", "H", "H", "H", "H", "H", "O", "C", "O", "C", "C", "C", "H", "H", "H", "H", "H", "H", "H", "H", "O", "C", "O", "C", "C", "C", "H", "H", "H", "H", "H", "H", "H", "H", "O", "C", "O", "C", "C", "C", "H", "H", "H", "H", "H", "H", "H", "H", "O", "C", "O", "C", "C", "C", "H", "H", "H", "H", "H", "H", "H", "H", "O", "C", "O", "C", "C", "C", "H", "H", "H", "H", "H", "H", "H", "H", "O", "C", "O", "C", "C", "C", "H", "H", "H", "H", "H", "H", "H", "H", "O", "C", "O", "C", "C", "C", "H", "H", "H", "H", "H", "H", "H", "H", "C", "C", "C", "S", "O", "O", "C", "H", "H", "H", "H", "H", "H", "H", "H", "C", "C", "C", "S", "O", "O", "C", "H", "H", "H", "H", "H", "H", "H", "H", "C", "C", "C", "S", "O", "O", "C", "H", "H", "H", "H", "H", "H", "H", "H", "C", "C", "C", "S", "O", "O", "C", "H", "H", "H", "H", "H", "H", "H", "H"], "coordinates": [[-6.734, -6.108, -0.470], [-6.041, -5.224, -0.883], [-6.437, -4.106, -1.580], [-7.840, -4.020, -1.827], [-8.118, -2.712, -2.560], [-4.553, -5.122, -0.600], [-8.366, -4.292, -0.942], [-8.082, -4.879, -2.508], [-9.163, -2.514, -2.740], [-7.588, -2.640, -3.526], [-7.744, -1.960, -1.896], [-4.262, -4.106, -0.236], [-3.917, -5.181, -1.509], [-4.314, -6.050, -0.009], [7.268, -1.681, 0.098], [7.083, -0.833, 0.873], [6.201, -0.911, 1.899], [5.641, -2.218, 2.113], [5.054, -2.106, 3.532], [7.685, 0.518, 0.838], [6.417, -2.968, 2.108], [4.938, -2.502, 1.347], [4.214, -1.449, 3.535], [5.859, -1.652, 4.102], [4.820, -3.069, 3.927], [8.465, 0.649, 0.065], [8.203, 0.731, 1.775], [6.956, 1.298, 0.605], [-7.289, 0.913, -4.483], [-8.068, 0.867, -3.594], [-7.770, 0.681, -2.288], [-6.433, 0.313, -1.898], [-6.134, 0.717, -0.468], [-9.539, 1.157, -3.755], [-5.767, 0.758, -2.622], [-6.327, -0.796, -1.970], [-6.824, 0.304, 0.221], [-6.235, 1.797, -0.247], [-5.116, 0.367, -0.264], [-10.137, 0.259, -3.568], [-9.700, 1.536, -4.779], [-9.820, 1.830, -2.967], [-6.318, 6.502, 4.448], [-6.100, 5.664, 3.641], [-6.213, 5.805, 2.309], [-6.605, 7.067, 1.868], [-5.485, 8.056, 1.629], [-5.522, 4.370, 4.012], [-7.250, 7.525, 2.648], [-7.281, 6.900, 1.038], [-4.905, 7.597, 0.820], [-4.856, 8.299, 2.497], [-5.940, 8.991, 1.292], [-4.524, 4.452, 3.636], [-6.054, 3.550, 3.521], [-5.496, 4.342, 5.102], [2.105, -0.733, 4.954], [2.392, -1.199, 6.040], [1.576, -1.949, 6.750], [0.297, -2.217, 6.099], [-0.433, -3.158, 7.027], [3.717, -0.995, 6.832], [0.480, -2.567, 5.081], [-0.176, -1.202, 5.890], [-0.795, -2.584, 7.874], [0.265, -3.881, 7.367], [-1.268, -3.628, 6.493], [4.235, -1.926, 6.646], [3.708, -0.746, 7.855], [4.226, -0.148, 6.354], [-2.644, 1.840, 2.619], [-2.109, 1.172, 3.430], [-2.703, 0.480, 4.416], [-4.160, 0.459, 4.417], [-4.584, 0.813, 5.837], [-0.595, 1.068, 3.529], [-4.480, -0.559, 4.186], [-4.519, 1.155, 3.617], [-5.694, 0.606, 5.816], [-4.339, 1.835, 6.143], [-4.163, 0.051, 6.480], [-0.170, 1.448, 2.607], [-0.214, 0.067, 3.826], [-0.320, 1.799, 4.325], [0.836, 6.950, -0.318], [0.931, 6.070, -1.189], [1.640, 6.245, -2.273], [2.549, 7.387, -2.328], [1.989, 8.509, -3.256], [0.195, 4.778, -1.309], [3.494, 7.003, -2.697], [2.795, 7.624, -1.239], [2.764, 9.312, -3.217], [1.060, 8.958, -2.857], [1.823, 8.164, -4.272], [-0.425, 4.673, -0.414], [0.788, 3.913, -1.221], [-0.395, 4.775, -2.194], [-3.605, -3.137, -9.322], [-4.659, -2.887, -8.767], [-4.775, -2.324, -7.501], [-3.553, -2.107, -6.773], [-3.665, -0.690, -6.143], [-6.025, -3.140, -9.473], [-2.620, -2.109, -7.365], [-3.536, -2.966, -6.096], [-3.699, 0.134, -6.899], [-2.845, -0.431, -5.483], [-4.582, -0.719, -5.525], [-6.549, -4.008, -9.001], [-5.891, -3.232, -10.524], [-6.651, -2.329, -9.171], [-2.467, 5.498, -2.396], [-2.892, 6.188, -1.518], [-3.976, 5.929, -0.754], [-4.419, 4.558, -0.841], [-3.593, 3.639, 0.031], [-2.258, 7.579, -1.170], [-4.413, 4.226, -1.897], [-5.457, 4.691, -0.533], [-2.509, 3.708, -0.159], [-3.930, 2.626, -0.125], [-3.787, 3.818, 1.105], [-1.610, 7.876, -1.997], [-1.516, 7.442, -0.415], [-2.997, 8.294, -0.968], [2.873, -6.766, -2.516], [2.646, -5.988, -3.485], [2.735, -4.683, -3.374], [3.266, -4.096, -2.155], [2.210, -3.865, -1.064], [2.168, -6.422, -4.788], [3.621, -3.154, -2.511], [3.997, -4.798, -1.786], [1.979, -4.836, -0.622], [1.346, -3.323, -1.421], [2.658, -3.294, -0.236], [2.360, -7.464, -4.896], [2.645, -5.845, -5.568], [1.073, -6.259, -4.882], [-1.716, -2.858, -0.538], [-2.565, -2.134, -0.928], [-3.355, -1.382, -0.056], [-2.931, -1.437, 1.314], [-3.512, -2.516, 2.217], [-2.849, -1.755, -2.315], [-3.159, -0.419, 1.568], [-1.867, -1.574, 1.351], [-3.083, -3.526, 2.056], [-4.538, -2.459, 2.080], [-3.231, -2.175, 3.235], [-2.014, -1.993, -2.971], [-3.179, -0.731, -2.199], [-3.741, -2.162, -2.741], [3.811, -8.588, 2.536], [4.949, -8.743, 2.141], [5.812, -7.844, 1.686], [5.305, -6.484, 1.656], [5.668, -5.812, 0.368], [5.670, -10.023, 2.530], [5.727, -5.962, 2.516], [4.209, -6.529, 1.849], [5.050, -4.879, 0.317], [5.431, -6.484, -0.471], [6.720, -5.572, 0.255], [6.654, -10.003, 2.142], [5.021, -10.886, 2.283], [5.909, -9.959, 3.617], [5.998, 3.213, -3.075], [5.996, 3.424, -1.911], [5.263, 2.624, -1.116], [4.493, 1.691, -1.753], [5.139, 0.314, -1.676], [6.753, 4.470, -1.151], [4.381, 1.964, -2.788], [3.576, 1.684, -1.200], [4.547, -0.528, -2.103], [5.284, 0.019, -0.602], [6.105, 0.291, -2.109], [6.207, 4.939, -0.340], [7.367, 5.133, -1.775], [7.610, 3.978, -0.695], [1.985, 6.025, -5.840], [1.397, 5.035, -5.413], [0.081, 4.775, -5.435], [-0.627, 5.954, -6.018], [-2.119, 5.728, -6.042], [2.144, 3.868, -4.859], [-0.127, 6.113, -7.015], [-0.308, 6.778, -5.343], [-2.540, 5.872, -5.047], [-2.353, 4.849, -6.665], [-2.537, 6.583, -6.629], [1.641, 3.461, -3.961], [3.197, 4.197, -4.660], [2.183, 3.191, -5.649], [2.707, -0.990, 0.636], [1.614, -1.173, 1.132], [0.572, -0.348, 1.031], [0.662, 0.565, -0.067], [-0.576, 1.369, -0.179], [1.167, -2.330, 2.048], [0.940, -0.014, -0.946], [1.487, 1.263, 0.168], [-1.497, 0.759, -0.318], [-0.521, 2.021, -1.038], [-0.813, 1.948, 0.743], [0.597, -1.913, 2.877], [2.118, -2.766, 2.381], [0.586, -3.056, 1.453], [0.035, -5.047, 4.304], [-0.584, -5.954, 3.782], [-0.074, -6.751, 2.845], [1.353, -6.521, 2.461], [1.459, -7.284, 1.139], [-2.021, -6.280, 4.103], [1.928, -6.990, 3.253], [1.517, -5.443, 2.392], [1.149, -8.314, 1.314], [2.486, -7.196, 0.816], [0.784, -6.820, 0.399], [-2.401, -5.324, 4.550], [-1.940, -7.046, 4.872], [-2.619, -6.634, 3.263], [0.999, 0.281, -5.362], [0.377, -0.201, -4.435], [-0.752, 0.334, -3.930], [-1.233, 1.513, -4.652], [-2.350, 2.120, -3.827], [0.970, -1.356, -3.615], [-1.500, 1.212, -5.649], [-0.385, 2.217, -4.679], [-3.101, 1.353, -3.720], [-2.645, 2.995, -4.386], [-2.030, 2.377, -2.793], [0.375, -1.722, -2.798], [1.978, -1.205, -3.245], [1.207, -2.204, -4.289], [1.756, -6.182, 6.754], [2.274, -7.232, 5.744], [3.501, -6.597, 5.080], [4.299, -5.700, 6.418], [4.328, -4.337, 5.960], [5.477, -6.271, 6.930], [2.915, -5.850, 7.674], [0.928, -6.645, 7.298], [1.482, -5.252, 6.243], [1.495, -7.381, 5.007], [2.507, -8.251, 6.164], [3.192, -5.866, 4.384], [4.131, -7.359, 4.562], [2.878, -4.858, 8.159], [3.241, -6.617, 8.397], [-0.600, 6.077, 2.891], [-1.551, 7.009, 3.761], [-1.970, 6.141, 5.048], [-1.326, 4.515, 4.824], [-2.317, 3.532, 5.261], [0.014, 4.407, 5.374], [-1.163, 4.690, 3.023], [0.414, 6.110, 3.240], [-0.569, 6.417, 1.897], [-2.477, 7.297, 3.242], [-1.109, 7.947, 4.064], [-3.030, 5.964, 5.228], [-1.490, 6.641, 5.865], [-2.135, 4.652, 2.546], [-0.580, 3.860, 2.611], [4.461, 0.991, -6.642], [4.911, 0.706, -5.238], [5.613, -0.649, -5.282], [4.511, -1.672, -6.449], [3.564, -2.383, -5.652], [5.302, -2.374, -7.429], [3.726, -0.248, -7.161], [5.308, 1.161, -7.354], [3.832, 1.859, -6.739], [4.012, 0.707, -4.660], [5.626, 1.520, -4.940], [5.613, -1.112, -4.319], [6.665, -0.596, -5.641], [2.680, -0.303, -6.864], [3.798, -0.201, -8.263], [4.659, 2.718, 3.614], [3.376, 3.248, 4.341], [2.800, 4.367, 3.525], [3.061, 3.810, 1.798], [3.736, 4.837, 0.985], [1.885, 3.198, 1.287], [4.242, 2.446, 2.202], [5.022, 1.788, 4.050], [5.409, 3.488, 3.729], [3.618, 3.608, 5.383], [2.596, 2.503, 4.413], [3.332, 5.331, 3.611], [1.711, 4.481, 3.669], [5.033, 2.466, 1.432], [3.717, 1.528, 2.225]]}